1.
C23H48NO11S5 as an isolated structure at a distorted geometry. Source: the Open Molecules 2025 dataset; level of theory: the ωB97M-V functional and the def2-TZVPD basis.

```
88
C23H48NO11S5 the ωB97M-V functional and the def2-TZVPD basis
O 7.584 33.978 11.690
H 8.748 32.861 9.394
H 12.333 36.237 9.219
H 5.307 32.930 7.772
H 2.511 29.607 2.521
H 10.084 38.627 7.107
H -2.811 37.351 8.903
H 4.952 40.825 7.896
H -2.618 38.693 9.746
H 6.861 30.959 8.740
H 4.394 37.531 5.515
C 5.750 35.993 5.672
H 0.452 36.189 9.667
C 10.725 35.422 8.217
S 9.494 36.625 8.130
C 2.361 36.102 6.569
C 3.133 30.240 2.715
H 1.339 37.732 10.365
H 4.040 29.932 0.817
S 3.119 32.789 2.585
H -0.449 39.073 8.804
O 6.331 38.649 7.780
H -2.303 35.860 10.610
H 10.472 34.531 8.876
H 7.718 31.824 7.712
C 10.568 37.997 7.858
H 4.768 40.317 11.208
H 2.303 35.300 5.854
H 5.937 38.090 10.307
H 1.694 37.052 6.098
C -2.127 37.750 9.693
H 4.953 32.619 10.086
H -0.741 37.543 8.136
C 0.374 37.274 10.092
O 2.028 33.584 2.049
O -0.427 38.404 12.198
C 4.972 39.991 10.330
H 4.030 41.821 9.912
S 6.947 32.875 11.012
H 4.040 29.745 3.250
H 10.398 38.692 8.708
H 12.122 37.462 6.799
H 5.581 34.345 10.290
C -0.596 37.903 9.172
H 3.797 32.721 0.336
C 5.727 33.340 9.954
O 4.130 33.409 3.550
H 2.468 30.631 0.706
O 8.760 36.235 7.010
H 12.534 38.363 8.177
S 6.743 39.675 8.679
H 6.680 36.548 4.989
C 7.232 31.925 8.622
H 8.466 31.221 10.125
C 3.843 36.363 7.158
O 8.107 40.019 8.799
C 6.152 39.279 10.309
H 5.293 35.210 5.087
H 6.288 35.536 6.523
C 5.107 41.377 9.806
C 3.893 32.036 1.203
H 5.568 37.624 6.796
H 6.126 41.962 8.095
C 6.251 33.122 8.462
O 6.495 31.860 11.972
H 5.749 42.134 10.318
H 1.528 31.538 3.405
H 2.943 31.376 4.349
O 4.026 36.212 8.331
C -2.094 36.954 10.965
C 3.344 30.543 1.201
S -0.484 37.105 11.614
H 6.904 39.740 10.924
H 6.539 34.056 8.191
C 2.515 31.382 3.362
H 1.837 35.704 7.556
H 4.217 39.522 9.824
C 11.979 36.097 8.407
H -2.756 37.306 11.754
C 11.942 37.491 7.772
H 10.814 35.080 7.126
C 5.712 41.092 8.516
O -0.092 35.841 12.191
N 4.846 37.001 6.264
H 12.827 35.435 8.010
O 8.951 36.633 9.479
H 5.002 32.186 1.799
C 8.048 32.175 9.824
```

Properties
Energy above the lowest of the compared OMol25 structures with the same formula, charge and spin, kJ/mol: 1084.31
Net charge: +1
LUMO level, eV: -3.15
HOMO-LUMO gap, eV: 8.82
E, Eh: -3777.76595

Charge distribution, Löwdin scheme, values in e: number 1, O, carries -0.3044; number 2, H, carries 0.0929; number 3, H, carries 0.0119; number 4, H, carries 0.1507; number 5, H, carries 0.0146; number 6, H, carries 0.1148; number 7, H, carries 0.1194; number 8, H, carries 0.0790; number 9, H, carries 0.0906; number 10, H, carries 0.1032; number 11, H, carries 0.1795; number 12, C, carries -0.0143; number 13, H, carries 0.1356; number 14, C, carries -0.2572; number 15, S, carries 0.6183; number 16, C, carries 0.0228; number 17, C, carries -0.1904; number 18, H, carries 0.1117; number 19, H, carries 0.0786; number 20, S, carries 0.6911; number 21, H, carries 0.1609; number 22, O, carries -0.3176; number 23, H, carries 0.1531; number 24, H, carries 0.1412; number 25, H, carries 0.0961; number 26, C, carries -0.2532; number 27, H, carries 0.0769; number 28, H, carries 0.0458; number 29, H, carries 0.1922; number 30, H, carries 0.1556; number 31, C, carries -0.2157; number 32, H, carries 0.1042; number 33, H, carries 0.0867; number 34, C, carries -0.2809; number 35, O, carries -0.3315; number 36, O, carries -0.2842; number 37, C, carries -0.3161; number 38, H, carries 0.1766; number 39, S, carries 0.6454; number 40, H, carries 0.1810; number 41, H, carries 0.1118; number 42, H, carries 0.0693; number 43, H, carries 0.0963; number 44, C, carries -0.2403; number 45, H, carries 0.1119; number 46, C, carries -0.2421; number 47, O, carries -0.4087; number 48, H, carries 0.0898; number 49, O, carries -0.3130; number 50, H, carries 0.1571; number 51, S, carries 0.7001; number 52, H, carries 0.1967; number 53, C, carries -0.2279; number 54, H, carries 0.1238; number 55, C, carries -0.3743; number 56, O, carries -0.2648; number 57, C, carries -0.2021; number 58, H, carries 0.0670; number 59, H, carries 0.0716; number 60, C, carries -0.1987; number 61, C, carries -0.2102; number 62, H, carries 0.1210; number 63, H, carries 0.1127; number 64, C, carries -0.1335; number 65, O, carries -0.3133; number 66, H, carries 0.1482; number 67, H, carries 0.0799; number 68, H, carries 0.1135; number 69, O, carries 0.1499; number 70, C, carries -0.2598; number 71, C, carries -0.1179; number 72, S, carries 0.6230; number 73, H, carries 0.1280; number 74, H, carries 0.0371; number 75, C, carries -0.2490; number 76, H, carries 0.1069; number 77, H, carries 0.1133; number 78, C, carries -0.2135; number 79, H, carries 0.1127; number 80, C, carries -0.1718; number 81, H, carries 0.1403; number 82, C, carries -0.2444; number 83, O, carries -0.3111; number 84, N, carries 0.0522; number 85, H, carries 0.1648; number 86, O, carries -0.3085; number 87, H, carries 0.1691; number 88, C, carries -0.2280

2.
An isolated ion of composition C23H49ClN4OP and charge +1 at a distorted geometry. Source: the Open Molecules 2025 dataset; level of theory: the ωB97M-V functional and the def2-TZVPD basis.

```
79
C23H49ClN4OP the ωB97M-V functional and the def2-TZVPD basis
C 2.249 2.042 1.327
H 7.354 0.817 -1.538
C 8.995 0.641 0.087
O -7.490 4.134 -0.444
H 6.290 1.789 0.098
Cl -4.667 4.750 -1.536
H 10.896 -2.454 0.775
H -0.096 3.543 0.807
H -1.620 -2.765 -1.059
C -1.606 1.727 1.081
C -2.956 2.483 0.560
C -1.556 -1.604 -0.922
C 4.274 0.657 0.108
H -3.647 -3.956 -0.672
H -3.905 -1.908 2.136
H -7.700 3.245 -0.863
H 11.076 0.093 0.942
H 3.126 2.445 -0.774
H 4.377 0.343 -1.030
H -0.978 -1.407 0.090
N -3.733 -0.845 0.409
H 0.652 0.434 1.079
H -1.501 1.886 2.235
H 8.183 -0.876 -1.563
H -6.977 1.360 2.209
H 9.103 -1.853 1.107
C -0.305 2.485 0.353
H 5.943 -1.342 -0.284
H -6.258 1.577 -0.252
H -1.504 0.601 0.787
C -7.116 -3.274 -1.857
H -2.670 3.042 -0.454
C -5.534 2.189 0.469
C -0.728 -0.977 -2.225
C 0.958 1.425 0.491
C -4.257 0.278 1.002
C -5.858 1.692 2.029
H 4.306 2.884 0.716
C 10.004 -1.833 0.333
H -5.029 -5.044 0.009
H 8.649 0.602 1.222
H -5.575 -4.873 -2.438
C 10.400 -0.246 0.032
H -5.487 -0.387 2.523
H 1.309 1.043 -0.584
C -4.823 -3.976 -0.476
N -3.859 -2.069 1.106
C -3.069 -0.927 -0.947
H 9.179 1.796 -0.142
H -5.599 2.489 2.867
C 3.529 2.115 0.283
H 2.499 1.342 2.261
H 5.877 1.038 1.822
H -3.729 -1.655 -1.613
C -5.127 -2.789 0.614
H -0.530 0.165 -2.023
H 9.665 -2.332 -0.678
H -7.081 -2.088 -1.958
H -3.003 0.082 -1.535
H -5.842 -1.937 0.234
H 10.958 -0.097 -0.993
C -5.560 -3.793 -1.929
H 1.914 3.105 1.713
H -7.789 -3.649 -2.751
H -1.421 -1.066 -3.182
H -3.283 3.309 1.328
H 7.112 -0.959 1.216
C 5.824 0.846 0.658
N -4.957 0.505 2.325
C 6.638 -0.544 0.219
P -5.805 4.046 0.113
H -7.585 -3.491 -0.796
H -4.946 -3.111 -2.692
C 7.816 -0.027 -0.846
N -4.149 1.604 0.287
H -0.579 2.504 -0.802
H 0.260 -1.559 -2.462
H -5.617 -3.240 1.601
H 3.693 -0.202 0.655
```

Properties
Net charge: +1
Structure (SMILES): CCCCCCCCCCCCCN1C(N(CCC)NCCCC)=[NH+]C[C@H]1P(O)Cl
LUMO level, eV: -3.52
HOMO-LUMO gap, eV: 7.90
E, Eh: -2000.90869

Charge distribution, Löwdin scheme, values in e: number 1, C, carries -0.2049; number 2, H, carries 0.1077; number 3, C, carries -0.2347; number 4, O, carries -0.3750; number 5, H, carries 0.1147; number 6, Cl, carries 0.1764; number 7, H, carries 0.0754; number 8, H, carries 0.1221; number 9, H, carries 0.1032; number 10, C, carries -0.1653; number 11, C, carries -0.1959; number 12, C, carries -0.2024; number 13, C, carries -0.2236; number 14, H, carries 0.1069; number 15, H, carries 0.1315; number 16, H, carries 0.0547; number 17, H, carries 0.1056; number 18, H, carries 0.1125; number 19, H, carries 0.1169; number 20, H, carries 0.1065; number 21, N, carries -0.0745; number 22, H, carries 0.1040; number 23, H, carries 0.1297; number 24, H, carries 0.0998; number 25, H, carries 0.1439; number 26, H, carries 0.0708; number 27, C, carries -0.1778; number 28, H, carries 0.1053; number 29, H, carries 0.1336; number 30, H, carries 0.0763; number 31, C, carries -0.1481; number 32, H, carries 0.0979; number 33, C, carries -0.4348; number 34, C, carries -0.1178; number 35, C, carries -0.2232; number 36, C, carries -0.1185; number 37, C, carries -0.1497; number 38, H, carries 0.1083; number 39, C, carries -0.1469; number 40, H, carries 0.1313; number 41, H, carries 0.1071; number 42, H, carries 0.1211; number 43, C, carries -0.2449; number 44, H, carries 0.1293; number 45, H, carries 0.1087; number 46, C, carries -0.1884; number 47, N, carries -0.0084; number 48, C, carries -0.1077; number 49, H, carries 0.1152; number 50, H, carries 0.1403; number 51, C, carries -0.2197; number 52, H, carries 0.1207; number 53, H, carries 0.1196; number 54, H, carries 0.1244; number 55, C, carries -0.1721; number 56, H, carries 0.0668; number 57, H, carries 0.0716; number 58, H, carries 0.0723; number 59, H, carries 0.1427; number 60, H, carries 0.1180; number 61, H, carries 0.1093; number 62, C, carries -0.2652; number 63, H, carries 0.1037; number 64, H, carries 0.0916; number 65, H, carries 0.0929; number 66, H, carries 0.1283; number 67, H, carries 0.0937; number 68, C, carries -0.2210; number 69, N, carries 0.0677; number 70, C, carries -0.2103; number 71, P, carries 0.6421; number 72, H, carries 0.0844; number 73, H, carries 0.1053; number 74, C, carries -0.2170; number 75, N, carries -0.1202; number 76, H, carries 0.1090; number 77, H, carries 0.0928; number 78, H, carries 0.1413; number 79, H, carries 0.1131